185
Properties=species:S:1:pos:R:3:mulliken_charge:R:1 method="wB97M-V/def2-TZVPD" total_energy_ev=-108133.7162 multiplicity=1 lumo_energy_ev=0.557 orbital_gap_ha=0.36248
O -0.4265 1.1953 -0.3541 -0.712
V -1.3312 0.1693 -1.2811 0.559
O -2.4950 0.9823 -1.9873 0.111
C -0.8148 -3.9621 -1.6302 -1.070
C -1.1381 -2.5881 -2.3429 0.830
C -2.6702 -2.5143 -2.4781 -1.050
O -0.6347 -1.4895 -1.6466 1.192
H -1.4592 -4.1227 -0.7483 0.218
H 0.2199 -4.0999 -1.2542 0.027
H -0.9012 -4.7622 -2.3693 0.469
H -0.6844 -2.5803 -3.3781 0.199
H -3.1435 -2.3402 -1.5364 -0.358
H -3.2534 -3.3124 -2.9821 0.563
H -2.8982 -1.6544 -3.0578 0.028
C 1.9807 0.7376 -4.4349 -1.728
C 1.2230 1.1006 -3.1167 1.585
C 1.3414 2.5339 -2.7624 -1.261
O -0.1530 0.6418 -3.2854 -0.553
H 3.0480 0.5624 -4.3584 0.398
H 1.8640 1.4906 -5.2233 0.350
H 1.4853 -0.1635 -4.7753 0.345
H 1.6176 0.4910 -2.2781 -0.246
H 0.7003 2.7317 -1.9156 -0.171
H 0.9553 3.2336 -3.5521 0.211
H 2.3826 2.6039 -2.5628 0.706
H -0.5617 1.4936 -3.6386 -0.243
C 1.8124 -1.7378 0.5924 -0.796
C 2.7575 -2.1163 -0.6038 1.015
C 3.5174 -3.3959 -0.3149 -0.945
O 2.0970 -2.2831 -1.8078 -0.620
H 1.2798 -2.6109 0.7391 0.415
H 1.1598 -0.8639 0.3979 -0.230
H 2.3099 -1.5091 1.5594 0.464
H 3.5687 -1.4080 -0.7750 -0.127
H 4.2973 -3.5489 -1.1239 0.334
H 2.8272 -4.2120 -0.3414 0.413
H 4.0714 -3.2831 0.6684 -0.239
H 1.1891 -2.0278 -1.7397 -0.272
C -1.6472 -0.1439 2.5449 -1.051
C -1.8745 -1.1749 1.4676 1.675
C -2.7427 -2.3192 1.9133 -1.638
O -2.4910 -0.5802 0.2836 0.467
H -1.1464 0.6621 2.0319 -0.285
H -0.9515 -0.4622 3.3678 0.523
H -2.6064 0.1870 2.9412 0.287
H -0.9676 -1.5430 1.0897 -0.699
H -3.6148 -1.9645 2.4149 0.410
H -2.2439 -2.9927 2.5541 0.424
H -3.0511 -2.9410 1.0162 0.220
H -3.3027 -0.0125 0.4584 0.163
C -5.9823 -3.2536 -6.0771 -0.879
C -7.0533 -3.0741 -4.9677 -0.516
O -7.7132 -1.8025 -5.1863 -0.203
C -8.9580 -1.7106 -4.5283 -0.399
C -9.5486 -0.3360 -4.7275 -1.008
H -5.4507 -4.2181 -5.9538 0.352
H -6.3668 -3.1648 -7.0816 0.340
H -5.2552 -2.4304 -5.7977 0.039
H -7.7862 -3.8800 -5.0112 0.513
H -6.5175 -3.1205 -4.0882 0.291
H -9.5851 -2.5529 -4.8815 0.405
H -8.7953 -1.8164 -3.4984 0.332
H -9.0108 0.3166 -4.0369 0.171
H -10.6038 -0.2757 -4.4688 0.415
H -9.3848 -0.0301 -5.7926 0.222
C 2.2204 3.3423 2.3896 -1.134
C 1.3115 2.2115 2.8744 1.235
O 1.2686 2.3164 4.2903 -0.448
C 2.3239 1.6764 5.0605 -0.108
C 1.7148 1.2635 6.3266 -1.288
H 1.9342 4.2459 2.9682 0.331
H 3.3043 3.1986 2.6976 0.181
H 2.1455 3.6338 1.3568 0.239
H 0.2640 2.3348 2.5536 -0.408
H 1.6021 1.1952 2.6482 -0.033
H 2.6789 0.7881 4.5768 0.305
H 3.1432 2.3918 5.2595 0.235
H 0.8584 0.6467 6.2647 0.284
H 1.4233 2.1459 6.9069 0.336
H 2.4316 0.7821 7.0494 0.331
C -3.3675 3.1862 1.2082 -1.172
C -4.3084 2.5985 0.1858 0.076
O -4.3586 1.1421 0.3568 -0.579
C -5.5272 0.7602 -0.3052 -0.523
C -5.7535 -0.7803 -0.1938 -1.191
H -3.3521 4.2521 1.1516 0.645
H -3.5928 2.9113 2.2275 0.360
H -2.3579 2.8465 0.9937 -0.002
H -5.3347 2.9358 0.3089 0.593
H -3.9109 2.8444 -0.8128 -0.270
H -6.3990 1.3005 0.0991 0.507
H -5.4643 0.9951 -1.3530 0.385
H -6.7536 -0.9007 -0.4558 0.648
H -5.5941 -1.0377 0.8642 0.334
H -5.0138 -1.3002 -0.7881 -0.032
C 8.5132 -6.7257 7.8257 -1.271
C 8.5851 -5.2786 7.5952 -0.123
O 8.5115 -4.9601 6.2418 -0.270
C 8.4942 -3.5939 5.9752 -0.109
C 9.0349 -3.3754 4.5473 -1.101
H 9.5285 -7.1541 7.6394 0.272
H 8.3717 -6.8759 8.8984 0.374
H 7.8122 -7.3620 7.3384 0.354
H 7.8192 -4.7535 8.2551 0.259
H 9.5173 -4.9635 8.1353 0.275
H 7.4868 -3.2228 5.9676 0.136
H 9.1385 -2.8990 6.6905 0.285
H 10.0826 -3.8077 4.4577 0.319
H 9.0446 -2.3322 4.3601 0.435
H 8.3324 -3.7925 3.8382 0.163
C 1.3726 6.5474 -0.7888 -1.165
C 0.0302 6.3469 -0.1463 0.204
O 0.0968 6.4770 1.2297 -0.408
C -1.2241 6.3338 1.8055 0.331
C -1.1656 6.3904 3.2686 -1.116
H 1.8347 7.5460 -0.6440 0.313
H 2.0131 5.7977 -0.2575 0.182
H 1.3736 6.3036 -1.8232 0.393
H -0.7909 6.9202 -0.5025 0.449
H -0.2726 5.3822 -0.4428 -0.132
H -1.8254 7.1057 1.3753 0.463
H -1.5716 5.3108 1.5619 -0.267
H -0.9462 7.3318 3.7910 0.348
H -0.4317 5.6190 3.5783 0.133
H -2.1515 5.9251 3.5773 0.325
C -1.0519 1.3833 -6.5128 -1.279
C -2.1737 1.9589 -5.6293 0.670
O -1.5429 2.8022 -4.6885 -0.520
C -2.4475 3.5019 -3.8217 0.096
C -1.6390 3.8429 -2.5702 -0.743
H -1.5372 0.8927 -7.3463 0.473
H -0.4838 2.2310 -6.7950 0.356
H -0.3804 0.7024 -5.9775 0.046
H -2.8607 2.5187 -6.2744 0.401
H -2.7625 1.2013 -5.1534 -0.409
H -2.8676 4.3673 -4.4147 0.456
H -3.3399 2.8748 -3.5502 -0.258
H -0.7817 4.5119 -2.7732 0.347
H -1.3203 2.9977 -2.0096 -0.397
H -2.3667 4.3984 -1.9666 0.543
C -6.4899 4.1570 -6.1827 -1.254
C -6.3535 2.6771 -6.4271 -0.238
O -6.0644 2.0378 -5.1972 -0.324
C -5.7345 0.6361 -5.2578 -0.617
C -5.5639 0.1508 -3.8136 0.357
H -7.4547 4.3998 -5.7303 0.338
H -5.7656 4.5352 -5.4439 0.194
H -6.5666 4.7471 -7.0967 0.407
H -7.2001 2.2608 -6.8959 0.366
H -5.4616 2.5882 -7.0430 0.252
H -6.6214 0.1598 -5.6632 0.667
H -4.8773 0.3778 -5.9100 0.264
H -6.4610 0.3974 -3.2222 0.290
H -4.7229 0.6114 -3.3191 -0.453
H -5.2466 -0.8936 -3.7029 -0.319
C 4.9026 -3.4706 3.9654 -1.033
C 4.3800 -4.1116 5.2315 -0.333
O 3.4011 -3.2233 5.8101 -0.223
C 2.7673 -3.8173 6.9023 -0.453
C 2.0996 -2.7415 7.7249 -1.136
H 4.1070 -3.4173 3.1815 0.162
H 5.2883 -2.4917 4.0491 0.424
H 5.6992 -4.0509 3.4797 0.349
H 3.8385 -5.0509 5.1141 0.306
H 5.0988 -4.2041 6.0048 0.258
H 2.0875 -4.6182 6.5883 0.350
H 3.4261 -4.3829 7.5020 0.397
H 1.5209 -2.1020 7.0883 0.227
H 2.8531 -2.1516 8.2419 0.275
H 1.3634 -3.1304 8.4525 0.399
C 7.1603 -2.7927 0.3065 -0.851
C 6.7873 -1.4942 -0.3516 -0.270
O 6.4495 -0.5736 0.6222 -0.121
C 6.5749 0.8039 0.2613 -0.267
C 6.2138 1.6421 1.5042 -1.055
H 6.3303 -3.2805 0.7765 0.064
H 7.5135 -3.4420 -0.5047 0.409
H 8.0471 -2.6701 1.0784 0.174
H 7.7313 -1.1529 -0.9101 0.337
H 5.9895 -1.5042 -1.0942 0.227
H 7.6336 1.0763 0.1152 0.259
H 5.9302 0.9953 -0.5782 0.311
H 6.5614 2.6427 1.3848 0.426
H 6.6027 1.1798 2.4072 0.309
H 5.1414 1.5917 1.6905 0.103